No. 1
This record from the Open Molecules 2025 dataset describes C23H50N2O2P2Zr as an isolated structure at a distorted geometry. The level of theory is ωB97M-V with the def2-TZVPD basis set.

Computed properties:
- Orbital gap (spin up / spin down): 0.1809 / 0.1811 Eh
- Energy above the lowest of the compared OMol25 structures with the same formula, charge and spin: 0.0 kcal per mole
- Total charge: +4

Geometry as XYZ:
```
80
Properties=species:S:1:pos:R:3:mulliken_charge:R:1
Zr -0.039 -0.102 0.028 -0.7042
C -0.965 -0.227 2.069 0.3160
O -1.214 -0.485 3.228 -0.3705
C 1.264 1.494 0.380 0.8109
O 1.997 2.402 0.580 -0.0505
P 1.973 -1.484 1.161 1.4217
C 3.342 -1.834 -0.048 0.5180
H 4.085 -2.389 0.541 0.6170
C 2.913 -0.644 2.532 0.5586
H 3.049 0.369 2.116 0.3403
C 1.570 -3.231 1.690 0.3672
H 1.210 -3.677 0.749 0.4563
C -3.129 0.489 -2.406 0.5414
P -1.454 1.127 -1.930 0.7943
H -0.366 1.528 -4.045 0.6900
H -2.917 -0.460 -2.923 0.6486
C -1.489 2.972 -2.145 0.2139
H -2.002 3.120 -3.111 0.6116
C 2.089 -0.517 3.811 -1.5828
H 2.587 0.214 4.466 0.4829
H 2.043 -1.468 4.359 0.3602
H 1.063 -0.172 3.648 0.2027
C 4.294 -1.214 2.879 -1.5683
H 4.215 -2.178 3.395 0.2882
H 4.772 -0.511 3.576 0.4976
H 4.961 -1.319 2.018 0.3464
C 2.758 -4.065 2.181 -1.6296
H 3.635 -4.027 1.526 0.3491
H 2.432 -5.115 2.215 0.5123
H 3.050 -3.786 3.202 0.4002
C 0.423 -3.314 2.694 -1.2737
H 0.229 -4.375 2.907 0.4687
H -0.505 -2.880 2.309 0.2865
H 0.655 -2.818 3.643 0.2273
C 2.870 -2.741 -1.187 -1.6041
H 2.448 -3.687 -0.830 0.2830
H 3.730 -2.984 -1.826 0.5072
H 2.119 -2.251 -1.821 0.1861
C 4.006 -0.554 -0.564 -1.5496
H 3.340 0.025 -1.220 0.1169
H 4.885 -0.842 -1.161 0.5262
H 4.352 0.102 0.243 0.3540
C -3.833 1.437 -3.386 -1.6753
H -3.244 1.603 -4.301 0.3795
H -4.053 2.412 -2.927 0.3839
H -4.794 0.993 -3.683 0.4978
C -3.977 0.161 -1.181 -0.9456
H -3.806 0.880 -0.346 -0.2091
C 1.070 0.523 -2.738 -0.1889
H -3.725 -0.831 -0.784 0.3087
H -5.047 0.159 -1.431 0.4793
C -0.765 -0.578 -4.131 -1.7699
H 1.081 -0.137 -1.804 -0.4982
H 1.736 0.012 -3.442 0.1960
H 1.535 1.488 -2.503 0.3085
C -0.331 0.672 -3.352 0.1116
H 0.026 -0.860 -4.840 0.4492
H -1.679 -0.397 -4.715 0.3966
H -0.939 -1.433 -3.462 0.4188
C -0.097 3.607 -2.228 -1.3966
H 0.517 3.394 -1.343 0.2217
H -0.219 4.697 -2.296 0.4676
H 0.451 3.296 -3.122 0.3851
C -2.310 3.630 -1.038 -1.5611
H -1.801 3.528 -0.069 0.3177
H -3.314 3.203 -0.943 0.2876
H -2.422 4.704 -1.259 0.4956
H 2.597 -1.495 -4.253 0.0307
H 3.201 -1.673 -3.841 0.0928
C -2.854 2.226 3.603 -0.7074
N -3.527 1.524 2.486 0.2117
C -4.996 1.414 2.518 -0.6210
C -2.888 1.225 1.396 0.1875
N -1.663 0.756 1.248 -0.0226
H -3.627 2.440 4.347 0.3623
H -2.417 3.174 3.256 0.3367
H -2.066 1.601 4.039 0.3078
H -5.454 1.951 1.675 0.3557
H -5.319 0.364 2.454 0.3461
H -5.329 1.839 3.463 0.2910
```

No. 2
This record from the Open Molecules 2025 dataset describes a 3-piece molecular cluster, C23H51BN5O8 overall at a distorted geometry. The level of theory is ωB97M-V with the def2-TZVPD basis set.

Computed properties:
- Orbital gap: 0.2508 Eh
- Total charge: +1

Geometry as XYZ:
```
88
Properties=species:S:1:pos:R:3:mulliken_charge:R:1
C 1.286 7.062 -5.012 0.1587
C 1.411 5.869 -4.947 -1.0658
C 1.481 4.440 -4.752 -0.0800
N 1.217 4.057 -3.282 0.5537
C 2.483 3.976 -2.502 -0.9271
O 3.274 3.041 -3.166 -0.1959
C 4.606 3.032 -2.627 -0.5080
C 5.265 1.699 -2.925 -0.5926
O 6.417 1.529 -2.150 -0.4385
C 6.166 1.206 -0.779 -0.1167
C 6.649 2.314 0.149 -1.1142
O 0.280 5.013 -2.770 -0.3023
C 0.654 5.601 -1.668 0.5684
N 1.039 6.173 -0.757 -0.3737
B 0.431 2.662 -3.359 0.4483
O 1.053 1.576 -3.873 -0.3423
N -0.904 2.650 -2.903 -0.0884
C -1.028 2.533 -1.432 -0.8190
C -1.732 1.659 -3.599 -0.8416
H 1.113 8.112 -4.971 0.4309
H 0.680 3.986 -5.335 0.4180
H 2.456 4.065 -5.041 0.4061
H 2.292 3.616 -1.491 0.6731
H 3.002 4.935 -2.498 0.5422
H 4.593 3.242 -1.557 0.3976
H 5.188 3.826 -3.099 0.2351
H 4.562 0.868 -2.832 0.3263
H 5.596 1.703 -3.962 0.3199
H 6.677 0.282 -0.524 0.4103
H 5.098 1.018 -0.657 0.0991
H 5.850 2.979 0.471 0.2890
H 7.374 2.912 -0.395 0.2899
H 7.133 1.918 1.034 0.3695
H 1.342 1.703 -4.787 0.3102
H -0.522 3.368 -0.944 0.2083
H -0.608 1.606 -1.045 0.1281
H -2.075 2.625 -1.169 0.4126
H -1.393 0.631 -3.467 0.1699
H -2.752 1.714 -3.236 0.3630
H -1.744 1.873 -4.663 0.3358
C 1.706 -0.609 -1.111 -0.9552
O 0.511 -1.254 -1.491 -0.2200
C 0.680 -2.337 -2.405 -0.8570
C 0.437 -3.675 -1.740 -0.2108
N 1.492 -4.004 -0.791 -0.2905
C 1.198 -5.130 0.096 -0.9092
C -0.028 -5.051 1.002 -0.4044
O 0.069 -4.107 2.056 -0.4475
C -0.187 -2.766 1.679 -0.6108
H 1.427 0.330 -0.627 0.2390
H 2.287 -1.193 -0.390 0.4232
H 2.332 -0.381 -1.980 0.3357
H 1.665 -2.301 -2.879 0.3764
H -0.072 -2.206 -3.188 0.3828
H 0.398 -4.449 -2.511 0.4243
H -0.551 -3.625 -1.263 0.1389
H 1.689 -3.195 -0.220 0.0926
H 2.071 -5.262 0.739 0.3728
H 1.117 -6.034 -0.515 0.4346
H -0.121 -6.022 1.495 0.4274
H -0.959 -4.903 0.443 0.3298
H -0.951 -2.692 0.901 0.2848
H 0.739 -2.284 1.353 0.1788
H -0.541 -2.230 2.560 0.4254
C -2.589 -3.890 4.132 -0.3276
O -3.954 -3.878 3.754 -0.3480
C -4.871 -4.160 4.804 -0.8282
C -5.634 -2.917 5.212 -0.1852
N -4.770 -1.959 5.890 -0.3074
C -5.334 -0.622 6.056 -0.7169
C -5.753 0.159 4.813 -0.4521
O -4.682 0.594 3.991 -0.4379
C -4.157 -0.381 3.113 -0.4481
H -1.994 -3.904 3.223 -0.1776
H -2.322 -2.988 4.696 0.2679
H -2.342 -4.774 4.724 0.3898
H -4.366 -4.618 5.660 0.3988
H -5.587 -4.887 4.412 0.4044
H -6.448 -3.202 5.885 0.4053
H -6.081 -2.501 4.300 0.1531
H -3.903 -1.876 5.377 0.0538
H -4.583 -0.025 6.578 0.3759
H -6.199 -0.695 6.723 0.3924
H -6.237 1.075 5.161 0.3430
H -6.500 -0.373 4.213 0.3444
H -4.931 -1.057 2.740 0.2832
H -3.359 -0.960 3.586 0.1551
H -3.718 0.145 2.263 0.2428
```

No. 3
This record from the Open Molecules 2025 dataset describes one molecule with the formula C23H51ClN3O4PS at a distorted geometry. The level of theory is ωB97M-V with the def2-TZVPD basis set.

Computed properties:
- Orbital gap: 0.3260 Eh
- Energy above the lowest of the compared OMol25 structures with the same formula, charge and spin: 276.3 kcal per mole

Geometry as XYZ:
```
84
Properties=species:S:1:pos:R:3:mulliken_charge:R:1
C 1.219 6.161 3.130 -0.8941
C -0.117 6.439 2.202 -0.4321
C -0.757 5.009 1.717 0.0386
C -2.181 5.303 0.935 -0.9428
N -3.094 4.102 0.821 -0.2757
C -2.431 2.915 0.157 -0.1199
Cl -1.306 3.392 -1.279 -0.1654
O -1.790 2.017 1.129 -0.0935
C -1.528 0.680 0.574 -0.4302
C -2.558 -0.446 1.261 -0.7719
N -2.206 -1.869 0.941 0.7235
C -3.387 -2.706 0.505 -0.7531
C -3.624 -2.358 -1.114 -0.0372
C -4.847 -3.229 -1.788 -0.4998
C -6.168 -2.290 -2.199 -0.5326
C -6.905 -2.776 -3.581 -0.3128
N -7.336 -1.605 -4.488 -0.6675
C -1.311 -2.552 1.931 -0.8072
C 0.237 -1.958 2.002 -0.5575
C 1.128 -2.325 0.642 -0.4381
C 2.673 -1.765 0.756 -0.5195
C 3.825 -2.901 0.411 -0.5253
C 5.286 -2.153 0.732 -0.6519
C 6.518 -2.711 -0.197 -0.5018
C 7.436 -1.412 -0.643 -0.6218
C 7.487 -1.174 -2.279 -0.6538
C 6.305 -0.087 -2.742 -0.2648
O 6.785 1.284 -2.488 -0.3120
C 6.208 2.245 -3.454 -0.5707
P -2.947 -0.076 3.106 0.9302
O -4.086 1.288 3.077 -0.5777
O -3.862 -1.386 3.883 -0.5422
S -1.426 0.531 4.154 -0.3986
H 2.107 5.793 2.430 0.2438
H 1.498 7.168 3.687 0.2993
H 0.928 5.317 3.897 0.2450
H 0.196 7.113 1.278 0.2511
H -0.973 7.020 2.794 0.2689
H -1.020 4.335 2.665 0.1326
H -0.016 4.343 1.067 0.2204
H -2.761 6.092 1.618 0.3506
H -2.013 5.876 -0.098 0.2156
H -3.565 3.858 1.721 0.3420
H -3.314 2.286 -0.345 0.4013
H -1.845 0.694 -0.577 0.3268
H -0.408 0.350 0.590 -0.0682
H -3.593 -0.238 0.698 0.1348
H -3.114 -3.850 0.554 0.4137
H -4.327 -2.470 1.164 0.1633
H -2.600 -2.429 -1.724 0.2380
H -3.949 -1.213 -1.218 -0.0554
H -4.425 -3.639 -2.827 0.2881
H -5.249 -4.089 -1.103 0.3057
H -6.990 -2.355 -1.336 0.2089
H -5.879 -1.151 -2.313 0.2624
H -6.258 -3.488 -4.261 0.2591
H -7.890 -3.375 -3.289 0.2439
H -8.202 -1.881 -5.026 0.2564
H -6.609 -1.469 -5.248 0.2295
H -1.174 -3.670 1.531 0.4040
H -1.785 -2.702 3.016 0.2891
H 0.300 -0.825 2.281 0.1652
H 0.775 -2.557 2.883 0.3489
H 0.578 -2.011 -0.356 0.1747
H 1.209 -3.508 0.606 0.3416
H 2.825 -0.851 0.038 0.2234
H 2.846 -1.475 1.898 0.2075
H 3.768 -3.852 1.126 0.2575
H 3.781 -3.305 -0.688 0.2868
H 5.594 -2.222 1.859 0.2899
H 5.076 -0.997 0.523 0.2788
H 7.228 -3.381 0.490 0.2496
H 6.194 -3.397 -1.090 0.3832
H 7.045 -0.384 -0.186 0.2905
H 8.565 -1.499 -0.283 0.3693
H 7.289 -2.218 -2.780 0.3175
H 8.531 -0.705 -2.605 0.3080
H 6.090 -0.320 -3.880 0.3631
H 5.314 -0.256 -2.102 0.1097
H 5.612 3.055 -2.843 0.1988
H 5.556 1.754 -4.293 0.2867
H 7.136 2.821 -3.932 0.1952
H -4.511 1.364 2.173 0.3355
H -4.812 -1.045 3.997 0.3271
```

no.,DFT total energy (eV)
1,-51546.6697
2,-49170.7468
3,-69974.3864